1.
This record from OMol25 describes a cluster of 2 separate species, C5H12S in total. The level of theory is wB97M-V/def2-TZVPD.

Summary:
**Largest force on an atom**: 5.1 eV/A
**Calculated total energy**: -16203.219 eV
**Highest occupied orbital energy (spin up / spin down)**: -12.17 / -12.17 eV
**Total charge**: +1
**2S+1**: 2
**Kohn-Sham gap (spin up / spin down)**: 7.5 / 2.8 eV
**Energy above the lowest of the compared OMol25 structures with the same formula, charge and spin**: 67.51 kcal/mol
**Expectation value of S²**: 0.75
**E_LUMO (spin up / spin down)**: -4.65 / -9.36 eV

Each line ends with the natural charge from an NBO analysis.
Element x y z (Å)
C  -1.668  -1.081  1.231  -0.646
C  -2.289  -0.656  -0.106  -0.479
S  -2.478  1.249  -0.258  0.658
H  -2.051  -0.248  2.012  0.217
H  -0.639  -1.033  1.459  0.260
H  -2.060  -2.088  1.623  0.281
H  -1.706  -1.096  -0.846  0.255
H  -3.293  -0.985  -0.204  0.266
H  -1.606  1.419  -1.348  0.187
C  2.628  0.320  -1.273  -0.640
C  3.095  0.040  0.165  -0.184
C  3.619  -1.106  0.641  -0.399
H  3.293  -0.139  -1.951  0.231
H  1.608  -0.096  -1.476  0.182
H  2.604  1.277  -1.533  0.211
H  3.175  0.972  0.895  0.200
H  4.175  -1.046  1.497  0.200
H  3.844  -2.027  0.054  0.200

***

2.
This record from OMol25 describes the molecule C9H11NO2S. The level of theory is wB97M-V/def2-TZVPD.

Summary:
**Largest force on an atom**: 4.7 eV/A
**Calculated total energy**: -25927.001 eV
**Highest occupied orbital energy**: -8.75 eV
**Total charge**: 0
**Kohn-Sham gap**: 8.6 eV
**Energy above the lowest of the compared OMol25 structures with the same formula, charge and spin**: 121.64 kcal/mol
**E_LUMO**: -0.16 eV

Each line ends with the natural charge from an NBO analysis.
Element x y z (Å)
C  2.351  1.326  0.678  -0.180
C  1.840  2.091  -0.387  -0.228
C  1.659  0.163  1.017  -0.214
C  0.611  1.723  -0.986  -0.199
C  0.390  -0.138  0.504  0.047
C  -0.161  0.604  -0.560  -0.156
C  -0.406  -1.282  0.984  -0.469
C  -0.656  -2.222  -0.261  -0.259
C  -1.464  0.388  -1.028  -0.367
N  -1.685  -1.764  -1.081  -0.522
O  -3.170  -0.108  0.909  -0.927
O  -2.159  2.239  0.689  -0.896
S  -2.908  0.938  -0.082  1.503
H  3.325  1.554  1.138  0.217
H  2.424  2.913  -0.565  0.211
H  1.964  -0.416  1.856  0.209
H  0.392  2.457  -1.778  0.215
H  -0.008  -1.925  1.678  0.215
H  -1.416  -0.783  1.396  0.277
H  0.120  -2.468  -0.955  0.199
H  -0.873  -3.157  0.110  0.214
H  -1.516  0.588  -2.123  0.252
H  -2.620  -1.639  -0.765  0.355
H  -1.611  2.795  0.029  0.503

***

3.
This record from OMol25 describes a structure of composition Cl2OS. The level of theory is wB97M-V/def2-TZVPD.

Summary:
**Largest force on an atom**: 1.8 eV/A
**Calculated total energy**: -37922.292 eV
**Highest occupied orbital energy (spin up / spin down)**: -9.73 / -9.73 eV
**Total charge**: 0
**Kohn-Sham gap (spin up / spin down)**: 6.2 / 6.2 eV
**Energy above the lowest of the compared OMol25 structures with the same formula, charge and spin**: 112.96 kcal/mol
**E_LUMO (spin up / spin down)**: -3.52 / -3.52 eV

Each line ends with the natural charge from an NBO analysis.
Element x y z (Å)
O  0.948  1.022  1.065  -0.618
S  -0.869  -1.181  -1.599  0.104
Cl  0.828  0.524  -0.409  0.580
Cl  -2.127  -1.531  -0.158  -0.065

***

4.
This record from OMol25 describes a cluster of 3 separate species, C28H62N4O2S in total. The level of theory is wB97M-V/def2-TZVPD.

Summary:
**Largest force on an atom**: 1.4 eV/A
**Calculated total energy**: -50931.557 eV
**Highest occupied orbital energy**: -8.15 eV
**Total charge**: 0
**SMILES string**: CCCCN[C@H]1[C@@H](S)NC(=O)[C@@]1(C)CCCCCOCC.CCN(CC)CC.CCN(CC)CC
**Kohn-Sham gap**: 8.7 eV
**E_LUMO**: 0.51 eV

Each line ends with the Löwdin charge.
Element x y z (Å)
C  2.120  5.958  -1.209  -0.106
C  3.637  5.871  -1.431  -0.253
C  4.097  4.611  -2.171  -0.190
C  3.405  3.320  -1.699  -0.235
N  4.288  2.167  -1.781  0.020
C  5.432  2.139  -0.896  -0.318
C  5.378  2.805  0.482  -0.540
S  4.002  2.340  1.621  0.816
N  6.647  2.365  1.102  0.071
C  7.100  1.202  0.412  -0.417
O  8.107  0.606  0.738  0.102
C  6.136  0.791  -0.702  -0.370
C  6.912  0.373  -1.943  -0.013
C  5.313  -0.375  -0.085  -0.107
C  4.428  -1.231  -1.017  -0.167
C  2.902  -1.069  -0.916  -0.195
C  2.332  -1.075  0.498  -0.177
C  0.810  -0.993  0.519  -0.226
O  0.343  0.212  -0.053  -0.154
C  -0.408  0.083  -1.248  -0.276
C  -0.058  1.185  -2.231  -0.061
H  1.564  5.277  -1.854  0.068
H  1.852  5.700  -0.182  0.066
H  1.743  6.964  -1.384  0.067
H  3.953  6.736  -2.020  0.100
H  4.166  5.966  -0.479  0.096
H  5.180  4.498  -2.104  0.100
H  3.881  4.743  -3.235  0.113
H  2.567  3.121  -2.367  0.106
H  2.965  3.459  -0.707  0.075
H  3.778  1.299  -1.745  0.081
H  6.215  2.732  -1.397  0.144
H  5.347  3.890  0.408  0.096
H  3.218  3.413  1.486  -0.145
H  6.489  2.059  2.060  0.107
H  7.596  -0.445  -1.716  0.096
H  6.241  0.081  -2.751  0.077
H  7.508  1.209  -2.316  0.095
H  4.737  -0.001  0.760  0.062
H  6.068  -1.041  0.341  0.124
H  4.715  -1.080  -2.059  0.099
H  4.644  -2.281  -0.805  0.112
H  2.459  -1.914  -1.458  0.119
H  2.541  -0.172  -1.420  0.083
H  2.696  -0.197  1.034  0.067
H  2.648  -1.960  1.057  0.126
H  0.393  -1.876  0.020  0.114
H  0.468  -1.037  1.559  0.121
H  -1.471  0.191  -0.995  0.100
H  -0.264  -0.889  -1.725  0.113
H  -0.476  2.145  -1.927  0.074
H  1.019  1.288  -2.352  0.051
H  -0.478  0.942  -3.210  0.080
C  -1.917  2.300  1.645  -0.084
C  -3.258  2.446  2.348  -0.272
N  -4.386  2.156  1.482  -0.200
C  -5.663  2.576  2.030  -0.251
C  -6.163  1.895  3.310  -0.086
C  -4.362  0.854  0.842  -0.242
C  -4.294  -0.390  1.738  -0.071
H  -1.890  2.903  0.736  0.081
H  -1.118  2.640  2.305  0.076
H  -1.692  1.267  1.378  0.050
H  -3.366  3.481  2.683  0.117
H  -3.249  1.828  3.261  0.102
H  -6.418  2.462  1.248  0.110
H  -5.593  3.652  2.219  0.109
H  -6.511  0.879  3.127  0.054
H  -7.006  2.458  3.717  0.069
H  -5.392  1.861  4.080  0.066
H  -3.508  0.830  0.160  0.086
H  -5.241  0.786  0.196  0.115
H  -3.551  -0.285  2.530  0.069
H  -4.008  -1.258  1.137  0.055
H  -5.254  -0.620  2.198  0.056
C  -2.540  -3.704  -0.686  -0.095
C  -3.934  -4.301  -0.797  -0.275
N  -3.941  -5.748  -0.701  -0.202
C  -5.204  -6.348  -1.094  -0.251
C  -6.447  -6.041  -0.248  -0.085
C  -3.314  -6.299  0.487  -0.247
C  -3.849  -5.855  1.856  -0.080
H  -1.865  -4.152  -1.417  0.081
H  -2.581  -2.629  -0.873  0.060
H  -2.115  -3.842  0.309  0.064
H  -4.350  -4.037  -1.773  0.119
H  -4.584  -3.819  -0.048  0.097
H  -5.062  -7.431  -1.140  0.111
H  -5.403  -6.032  -2.123  0.109
H  -6.430  -6.561  0.709  0.055
H  -7.341  -6.370  -0.781  0.070
H  -6.555  -4.973  -0.058  0.065
H  -2.248  -6.062  0.446  0.100
H  -3.365  -7.388  0.413  0.114
H  -3.997  -4.775  1.904  0.063
H  -3.130  -6.120  2.633  0.071
H  -4.791  -6.338  2.109  0.054